# C21H31F5P2Pd

C21H31F5P2Pd as an isolated structure in a non-equilibrium geometry (ωB97M-V/def2-TZVPD, OMol25).

```
60
Properties=species:S:1:pos:R:3:forces:R:3:mulliken_spin:R:1
P 2.018000 0.804572 -1.913649 -1.14 0.58 1.10 0.20
P -0.067434 -3.060887 0.137380 0.34 3.78 -0.27 0.06
C 2.170066 -1.392998 -1.715518 0.84 -1.27 0.10 0.03
C 1.119710 -2.452557 -1.457919 -0.01 -2.41 -0.02 0.12
H 3.139292 -1.545315 -1.221714 -0.36 -0.23 -0.56 0.12
H 2.226150 -1.346112 -2.805873 -0.01 0.38 0.41 0.10
H 0.437714 -2.555448 -2.305429 0.08 -0.23 0.03 0.06
H 1.699772 -3.348262 -1.279713 -0.31 -0.05 -0.30 0.03
C 1.065673 -3.915426 1.218047 -0.03 -0.66 0.57 0.07
H 0.612666 -4.005685 2.212921 0.16 -0.04 -0.14 -0.02
H 2.011251 -3.363384 1.312255 -0.36 0.00 -0.16 0.03
H 1.253971 -4.919109 0.820758 0.01 0.09 0.09 0.00
C -1.285165 -4.057623 -0.687869 -0.65 -0.90 0.15 0.04
H -0.891493 -5.068000 -0.855999 -0.15 0.19 -0.09 0.00
H -1.585109 -3.597013 -1.638204 0.16 -0.08 0.28 0.00
H -2.160970 -4.118232 -0.027672 0.05 -0.11 -0.26 0.00
C 3.667812 1.371588 -1.525674 0.22 0.85 -0.40 0.04
H 3.590689 2.415333 -1.186710 0.35 -0.25 -0.09 0.03
H 4.284680 1.332506 -2.434096 0.02 0.01 0.34 0.01
H 4.113249 0.768384 -0.720104 -0.16 -0.04 -0.13 -0.04
C 1.612756 0.912966 -3.649597 0.20 1.00 -0.49 0.01
H 0.770562 0.250301 -3.900417 0.24 0.02 0.14 0.00
H 2.498162 0.636257 -4.235755 -0.32 0.07 0.00 0.00
H 1.341495 1.953935 -3.876550 0.00 -0.32 -0.30 0.02
Pd 0.945348 -0.841124 -0.254761 -0.73 0.56 1.42 0.12
C 2.483848 -4.676208 -2.931887 0.62 -0.98 0.93 0.02
C 3.248087 -4.667961 -1.811993 -0.56 -1.20 -1.25 0.01
C 4.746428 -4.603683 -1.793832 0.34 -0.08 0.36 0.00
C 5.427706 -3.493140 -2.642686 0.27 -0.44 0.26 0.02
C 4.607018 -2.287820 -2.993865 0.11 0.50 -1.40 -0.02
C 3.772759 -2.237949 -4.058935 1.65 0.27 0.24 0.04
C 3.462703 -3.382242 -4.978504 -0.39 0.02 -0.33 0.04
C 3.052401 -4.726499 -4.317209 0.23 0.10 -0.64 -0.02
C 0.845393 1.833820 -0.978684 0.14 0.60 -0.40 0.00
H 1.397439 -4.858061 -2.883249 0.58 0.30 0.28 0.01
H 2.822817 -4.954583 -0.841311 -0.16 0.55 -0.39 -0.03
H 5.173040 -5.573311 -2.117039 -0.24 0.27 0.13 0.00
H 5.058433 -4.493580 -0.740628 -0.10 0.02 -0.39 0.01
H 6.299953 -3.165810 -2.053751 -0.20 -0.05 -0.39 0.00
H 5.821245 -3.961004 -3.559706 -0.15 0.24 0.17 0.00
H 4.898065 -1.366705 -2.459148 -0.50 -0.43 -0.33 0.02
H 3.410331 -1.274362 -4.437630 0.05 -0.31 0.49 -0.03
H 4.311055 -3.579034 -5.666440 -0.31 0.15 0.31 0.00
H 2.628112 -3.056798 -5.620575 0.29 -0.09 0.13 0.00
H 2.303201 -5.167369 -4.991927 0.25 -0.08 0.29 -0.01
H 3.926413 -5.390986 -4.347831 -0.17 0.04 0.21 0.00
H -0.131742 1.343226 -1.036706 0.02 0.30 0.01 0.01
H 0.785134 2.862817 -1.340876 -0.09 0.16 0.12 0.02
H 1.180463 1.806349 0.062222 -0.12 0.18 -0.08 0.02
F 0.714686 -1.174299 2.706155 -0.28 -0.22 0.15 -0.04
C -0.594667 -1.199401 2.304757 -0.60 0.50 0.92 0.15
C -0.884503 -1.577919 0.964977 0.42 -0.65 -0.36 0.21
C -2.169545 -1.190802 0.473188 -0.68 0.24 0.66 0.40
F -2.358532 -1.150942 -0.880367 -0.10 -0.17 0.03 0.01
C -3.152639 -0.696509 1.309767 0.46 -0.29 -0.12 -0.07
F -4.404369 -0.453315 0.857855 0.48 0.19 0.09 -0.01
C -2.844019 -0.435123 2.656431 -0.22 0.17 -0.25 0.27
F -3.809012 -0.023488 3.497658 -0.15 -0.18 0.08 0.02
C -1.548349 -0.634936 3.138862 0.80 -0.64 -0.48 -0.07
F -1.233409 -0.267277 4.401675 -0.13 0.07 -0.47 -0.01
```
Positions in Å, forces in eV/Å.

spin multiplicity: 3
energy relative to the best compared isomer or geometry (same formula, charge and spin): 126.65 kcal per mole
HOMO-LUMO gap (spin up / spin down): 3.90 / 6.86 eV
LUMO level (spin up / spin down): 0.477 / 0.298 eV
E_HOMO (spin up / spin down): -3.42 / -6.56 eV

# C21H31GeLaN4O9P2

C21H31GeLaN4O9P2 as an isolated structure (ωB97M-V/def2-TZVPD, OMol25).

```
69
Properties=species:S:1:pos:R:3:forces:R:3:lowdin_charge:R:1
La 0.197503 -0.688957 0.374141 0.05 0.24 0.70 1.99
O -0.698794 3.631026 -1.214476 0.00 -0.07 0.16 0.05
C -0.216152 4.439526 -0.244006 -0.14 0.01 -0.08 -0.25
C -0.304553 5.814788 -0.468800 0.05 -0.04 0.08 -0.02
C 0.146886 6.705075 0.482578 -0.01 0.04 -0.03 -0.08
C 0.695226 6.250438 1.680534 0.00 -0.01 -0.01 -0.09
C 0.782115 4.893215 1.905974 0.04 0.00 -0.01 -0.03
C 0.338238 3.964711 0.958774 -0.02 -0.02 0.15 -0.08
C 0.445017 2.512773 1.237818 -0.11 0.21 -0.47 -0.42
O 0.040696 1.714259 0.299924 0.13 0.08 0.19 -0.27
N 0.930864 2.118489 2.387854 0.05 -0.38 0.14 0.07
N 0.941922 0.736864 2.440630 0.17 0.36 0.07 -0.11
C 1.265107 0.219594 3.556723 0.07 -0.16 0.06 -0.09
C 1.237756 -1.244571 3.736658 -0.02 0.31 -0.03 -0.27
C 1.665396 -1.797760 4.934058 0.01 -0.11 0.06 -0.01
C 1.630526 -3.174802 5.088029 0.02 0.07 0.05 -0.05
C 1.175022 -3.953835 4.040584 -0.03 -0.03 -0.08 -0.05
C 0.767508 -3.318626 2.876278 0.02 0.00 0.04 -0.12
N 0.783160 -1.999494 2.724885 0.10 0.04 -0.10 0.00
H -0.557287 2.711491 -0.885406 0.15 0.01 -0.07 0.05
H -0.734018 6.151902 -1.402433 0.00 0.00 -0.01 0.12
H 0.070665 7.768185 0.290132 0.01 0.00 0.01 0.10
H 1.052141 6.951952 2.421987 -0.01 0.00 0.00 0.10
H 1.204306 4.509953 2.824848 0.00 0.00 0.00 0.11
H 1.542831 0.858316 4.393132 -0.02 -0.05 0.04 0.13
H 2.021797 -1.152855 5.725670 0.00 0.00 0.00 0.12
H 1.960757 -3.629094 6.012857 0.00 -0.01 -0.01 0.11
H 1.137383 -5.031538 4.108384 0.00 0.00 0.01 0.11
H 0.419585 -3.896530 2.027237 0.00 0.00 -0.01 0.12
C -4.273615 -1.518350 -2.764240 -0.03 0.02 -0.04 -0.07
C -2.748143 -1.435594 -2.811206 -0.20 -0.07 -0.16 -0.57
O -2.353905 -1.041217 -4.119825 -0.03 -0.08 0.05 -0.05
P -2.120838 -0.197160 -1.620619 0.32 -0.57 0.15 0.34
O -2.998823 1.116672 -1.729588 -0.16 0.16 -0.14 -0.08
O -2.357810 -0.815380 -0.234110 -0.18 0.11 -0.27 -0.43
O -0.654201 0.042731 -1.850525 -0.26 0.23 -0.30 -0.41
P -1.968826 -3.097483 -2.442456 0.33 0.46 -0.16 0.48
O -3.121788 -4.076351 -1.951069 -0.18 -0.17 0.00 -0.10
O -1.239146 -3.563952 -3.625720 0.06 -0.05 0.06 -0.24
O -1.124065 -2.886400 -1.105453 -0.25 -0.11 0.05 -0.21
H -4.685242 -0.560944 -3.081993 0.00 0.00 0.00 0.08
H -4.643815 -1.753728 -1.766909 0.05 0.01 0.02 0.09
H -4.620190 -2.286648 -3.455637 0.00 0.01 0.00 0.09
H -1.687932 -1.672137 -4.438092 0.03 0.03 0.01 0.08
H -2.603607 1.816303 -2.270381 0.04 -0.05 0.06 0.10
H -1.685277 -2.244944 -0.566404 -0.31 -0.27 0.00 -0.01
H -3.345605 -4.727099 -2.629923 0.01 0.04 0.04 0.10
C -3.897227 1.144596 2.093872 0.14 0.01 -0.04 -0.03
C -2.689915 0.373963 2.356064 -0.16 0.01 0.05 -0.23
N -1.753636 -0.260994 2.541434 0.02 -0.06 -0.03 0.13
H -4.003748 1.259095 1.015112 0.01 -0.01 0.00 0.08
H -3.820006 2.125740 2.558333 0.00 0.00 0.00 0.09
H -4.761858 0.617459 2.491488 -0.01 0.00 0.00 0.09
C 4.787449 -1.752645 -2.284901 0.28 -0.04 -0.01 -0.24
Ge 2.956890 -1.219696 -1.891418 -0.16 0.00 0.05 0.66
C 2.932142 0.737294 -1.725392 0.03 0.22 -0.05 -0.23
C 1.868899 -1.713538 -3.435925 -0.10 -0.04 -0.13 -0.22
C 2.266343 -1.963407 -0.239938 0.17 -0.17 -0.19 -0.53
H 5.143139 -1.282845 -3.203623 0.02 -0.01 0.00 0.01
H 4.838157 -2.835645 -2.405699 0.02 0.00 -0.01 0.01
H 5.454159 -1.469265 -1.468892 0.02 -0.01 -0.01 0.01
H 3.350841 1.189962 -2.626920 0.03 0.02 0.04 0.02
H 3.533845 1.062682 -0.872990 0.01 0.01 -0.01 0.02
H 1.927356 1.155645 -1.612940 -0.03 -0.07 0.01 -0.01
H 2.423320 -1.502347 -4.352719 -0.02 0.00 -0.01 0.02
H 0.934687 -1.150458 -3.464544 0.02 -0.01 0.04 -0.01
H 1.625508 -2.776959 -3.422315 -0.01 0.00 -0.01 0.02
H 3.065604 -1.863303 0.509479 -0.05 -0.01 0.04 -0.04
H 2.109282 -3.038150 -0.407985 0.00 -0.01 0.08 -0.04
```
Positions in Å, forces in eV/Å.

energy relative to the best compared isomer or geometry (same formula, charge and spin): 22.89 kcal per mole
HOMO-LUMO gap: 6.84 eV
LUMO level: -0.607 eV
E_HOMO: -7.45 eV

# C21H31N2O4RuSbSe4Si3

C21H31N2O4RuSbSe4Si3 as an isolated structure in a non-equilibrium geometry (ωB97M-V/def2-TZVPD, OMol25).

```
67
Properties=species:S:1:pos:R:3:forces:R:3:mulliken_spin:R:1
Ru 0.001220 1.192659 1.147973 1.30 -0.81 -1.30 2.27
O -0.951910 3.842248 3.171396 0.11 0.27 -0.46 0.00
C -0.513543 3.467977 2.084991 0.15 0.91 0.15 0.01
O 0.693282 3.099753 1.806620 -0.63 -0.24 0.16 0.06
C -1.504555 3.406867 0.917394 0.52 -0.16 0.17 0.03
C -2.642413 4.171610 0.810541 -0.03 0.03 -0.07 -0.03
C -3.484364 3.906596 -0.259155 -0.06 -0.04 -0.13 0.03
C -3.157018 2.904272 -1.163678 -0.26 0.08 -0.20 -0.02
C -2.008131 2.163715 -0.964707 -0.05 -0.27 -0.29 0.05
N -1.219210 2.406938 0.065894 -0.18 0.78 0.37 0.01
C -1.601187 1.070842 -1.920960 0.43 0.20 0.66 0.01
O -2.212509 0.858862 -2.926048 -0.46 0.07 -0.56 0.01
O -0.449130 0.433704 -1.649435 -0.36 -0.45 0.08 -0.16
H -2.859650 4.911834 1.569034 0.02 -0.06 -0.02 0.00
H -4.400806 4.470208 -0.378937 0.01 -0.03 -0.04 0.00
H -3.784157 2.654780 -2.009049 0.00 0.07 0.03 0.00
C 2.632361 -1.604484 -3.936048 0.14 -0.06 -0.06 0.10
Si 1.396803 -0.338164 -3.259388 0.14 -0.14 -0.23 0.78
C 2.204503 1.322919 -2.913809 0.11 0.15 0.05 0.10
C 0.168622 -0.121375 -4.654127 -0.25 -0.04 -0.08 0.04
C -0.273250 -0.304212 -0.315710 0.81 0.65 -0.23 -0.17
Si -1.761341 -1.476855 -0.156149 0.15 -0.14 0.05 -0.01
C -1.874371 -2.404327 -1.782814 -0.07 -0.10 -0.14 0.04
C -1.543012 -2.669144 1.266176 -0.01 -0.14 0.13 0.00
C -3.396849 -0.598614 0.073224 -0.17 0.25 -0.13 0.01
Si 1.391862 -1.287462 -0.293189 -0.46 -0.12 0.85 -0.08
C 3.152091 -0.623492 -0.481982 0.00 0.34 -0.59 0.07
C 1.408535 -3.112776 -0.751157 0.07 -0.06 -0.26 0.05
C 1.593335 -1.231715 1.623738 0.05 0.07 -0.01 0.06
C 2.148080 -2.185668 2.461253 -0.02 -0.13 -0.01 -0.01
C 2.615291 -1.823081 3.717251 0.02 0.02 0.08 0.01
C 2.591570 -0.488806 4.089616 0.05 -0.07 0.03 -0.01
C 2.026027 0.426267 3.224097 -0.04 -0.06 -0.16 0.03
N 1.493522 0.047272 2.055378 0.33 -0.18 0.10 -0.04
H 3.276957 -1.120628 -4.683187 -0.06 -0.07 0.05 0.01
H 2.076770 -2.403015 -4.439463 0.06 0.05 0.04 0.00
H 3.272386 -2.062836 -3.180331 -0.01 0.02 -0.05 -0.01
H 1.809736 2.068344 -3.612130 0.04 -0.04 0.03 0.02
H 3.291588 1.281793 -3.027591 -0.07 0.00 0.01 0.01
H 1.985003 1.672265 -1.903030 0.01 0.02 -0.03 0.00
H 0.708267 -0.208765 -5.605318 -0.03 0.01 0.06 0.01
H -0.319227 0.853918 -4.613206 0.02 -0.09 -0.01 0.00
H -0.622638 -0.876564 -4.637714 0.08 0.06 -0.03 0.00
H -0.944124 -2.925760 -2.020391 -0.08 0.01 -0.03 0.00
H -2.094709 -1.709718 -2.600491 0.02 -0.07 0.08 0.00
H -2.681684 -3.146275 -1.739653 0.08 0.08 -0.02 0.00
H -0.515333 -3.010281 1.392224 -0.06 -0.03 0.04 0.00
H -2.178596 -3.548804 1.097885 0.08 0.11 0.00 0.00
H -1.850207 -2.205141 2.206072 0.03 -0.02 -0.04 0.00
H -3.859640 -0.345845 -0.887174 0.02 -0.05 0.09 0.00
H -3.304639 0.315381 0.661571 -0.05 -0.05 0.04 0.00
H -4.074421 -1.262594 0.618434 0.01 0.01 -0.05 0.00
H 3.578184 -0.712190 -1.482709 0.01 0.02 0.09 0.00
H 3.769714 -1.199091 0.212724 -0.04 0.01 -0.04 0.01
H 3.195528 0.427632 -0.186961 0.03 -0.06 0.04 -0.02
H 1.497137 -3.259708 -1.832594 0.00 -0.02 0.13 -0.02
H 0.510128 -3.631465 -0.414220 0.08 -0.01 -0.01 0.01
H 2.279568 -3.584360 -0.278831 -0.09 0.06 -0.05 0.00
H 2.209431 -3.216310 2.127003 0.00 0.05 0.03 0.00
H 3.004828 -2.573818 4.396118 -0.01 0.04 -0.04 0.00
H 2.954319 -0.145501 5.048681 -0.01 -0.01 -0.02 0.00
H 1.969944 1.479427 3.471797 -0.14 0.00 0.05 0.01
Se -3.025036 2.997842 5.779901 0.21 -0.17 -0.25 0.08
Sb -0.936261 2.048812 5.021129 -0.54 0.15 0.76 -0.02
Se 1.182454 2.990269 5.757321 -0.12 -0.42 -0.25 0.21
Se -0.547627 -0.128557 6.279917 0.19 0.11 -0.02 0.94
Se -1.497529 0.652363 2.805953 -1.02 -0.31 1.46 0.52
```
Positions in Å, forces in eV/Å.

spin multiplicity: 6
energy relative to the best compared isomer or geometry (same formula, charge and spin): 88.85 kcal per mole
HOMO-LUMO gap (spin up / spin down): 5.82 / 5.38 eV
LUMO level (spin up / spin down): 1.592 / 0.917 eV
E_HOMO (spin up / spin down): -4.23 / -4.47 eV
charge: -1

# C21H31N2PrSe

C21H31N2PrSe as an isolated structure in a non-equilibrium geometry (ωB97M-V/def2-TZVPD, OMol25).

```
56
Properties=species:S:1:pos:R:3:forces:R:3:mulliken_spin:R:1
C -2.246037 -1.721826 1.390568 -1.19 0.87 0.03 0.00
H -3.261559 -1.859482 1.781853 0.26 -0.32 -0.13 0.00
H -2.177236 -2.243158 0.416738 -0.18 0.15 0.21 0.00
H -2.292625 -0.570794 1.206401 -0.58 -1.74 0.65 0.00
C -1.216397 -2.224178 2.413832 0.29 -0.06 0.66 0.01
H -0.166130 -2.309385 2.035559 -0.40 -0.04 -0.10 0.00
H -1.154685 -1.518167 3.253858 -0.06 -0.07 -0.14 0.00
C -1.592212 -3.616453 2.972817 -0.07 0.08 -0.17 0.00
H -0.873136 -3.948379 3.727007 -0.06 0.17 -0.16 0.00
H -2.579654 -3.581746 3.445570 0.18 0.05 -0.10 0.00
H -1.622093 -4.374088 2.183835 0.01 0.14 0.05 0.00
C 1.423462 0.592832 -1.411843 -0.27 -0.98 -0.07 -0.01
C 1.964903 -0.621864 -0.892401 -0.82 0.04 -0.67 -0.02
C 1.091174 -1.698077 -1.273954 -0.05 1.23 -0.08 -0.02
C 0.021248 -1.139139 -2.043959 0.75 0.77 0.49 0.00
C 0.226606 0.279446 -2.122970 0.64 -0.92 0.33 -0.01
C -0.514551 1.228177 -2.984123 -0.61 0.54 -0.37 0.00
C -1.082749 -1.891624 -2.681885 -0.55 -0.37 -0.32 0.00
C 1.269648 -3.131112 -0.940129 0.14 -0.72 0.05 0.01
C 3.273035 -0.744370 -0.211245 0.67 -0.09 0.37 0.00
C 2.077275 1.919114 -1.375583 0.35 0.61 0.04 0.00
Pr -0.276583 -0.344398 0.429328 1.51 0.17 -1.30 2.06
H -1.876997 -1.221755 -3.029860 0.13 -0.19 0.04 0.00
H -0.720082 -2.448713 -3.559441 -0.13 0.10 0.25 0.00
H -1.540554 -2.624289 -2.002061 0.08 0.01 -0.19 0.00
H -1.539450 0.892109 -3.177367 0.16 0.11 -0.02 0.00
H -0.573968 2.230503 -2.539822 0.02 -0.17 -0.14 0.00
H -0.027147 1.349077 -3.967880 -0.12 -0.10 0.39 0.00
H 2.600752 2.092035 -0.430163 0.02 -0.04 -0.16 0.00
H 2.814912 2.004317 -2.189144 -0.19 0.01 0.22 0.00
H 1.357234 2.733559 -1.506613 0.10 -0.07 -0.04 0.00
H 3.351908 -1.671765 0.367663 0.06 0.16 -0.11 0.00
H 4.080324 -0.760375 -0.962417 -0.20 -0.01 0.27 0.00
H 3.473563 0.092695 0.470600 -0.02 -0.17 -0.21 0.00
H 0.333770 -3.619864 -0.628128 0.16 0.05 -0.13 0.00
H 1.633368 -3.676061 -1.824217 -0.11 0.02 0.27 0.00
H 2.006059 -3.281220 -0.141449 -0.14 0.01 -0.20 0.00
C -1.184438 3.022381 0.500448 0.16 -0.13 0.06 0.00
N -0.316299 3.641305 1.500732 0.25 -0.98 -0.12 0.00
C 0.711083 3.035696 2.175254 -0.81 1.98 0.17 0.00
Se 1.233905 1.246327 2.198961 0.39 0.56 0.51 -0.01
N 1.239724 4.013029 2.962862 0.27 -1.07 -0.10 0.00
C 0.542332 5.213920 2.842408 0.05 -0.32 0.00 0.00
C 0.668652 6.429705 3.492467 -0.12 0.62 0.05 0.00
C -0.256331 7.428556 3.151997 0.29 -0.49 0.00 0.00
C -1.270674 7.189815 2.202369 0.00 -0.38 -0.19 0.00
C -1.385800 5.948257 1.568083 0.13 0.05 0.03 0.00
C -0.448332 4.974425 1.911416 -0.43 0.24 -0.20 0.00
H -2.228155 2.983199 0.852552 0.39 0.04 -0.12 0.00
H -0.821550 1.987184 0.298930 -0.15 1.06 0.11 0.00
H -1.124091 3.574502 -0.451077 -0.06 -0.20 0.38 0.00
H 2.027703 3.848576 3.580812 -0.21 0.00 -0.13 0.00
H 1.463781 6.568680 4.226279 -0.32 0.18 -0.18 0.00
H -0.204453 8.411108 3.620440 0.06 -0.33 -0.07 0.00
H -1.975588 7.991135 1.962003 0.27 -0.37 0.09 0.00
H -2.153466 5.703919 0.835999 0.04 0.37 0.18 0.00
```
Positions in Å, forces in eV/Å.

spin multiplicity: 3
HOMO-LUMO gap (spin up / spin down): 7.18 / 7.28 eV
LUMO level (spin up / spin down): -6.908 / -6.776 eV
E_HOMO (spin up / spin down): -14.08 / -14.06 eV
charge: +2